# 1
Entry from the OMol25 dataset: a 9-piece molecular cluster, C34H53O25 overall at a distorted geometry (ωB97M-V with the def2-TZVPD basis set).

Orbital gap: 6.3253 eV
ΔE to the lowest compared entry with this formula, charge and spin: 0.000 eV
HOMO energy: -4.6 eV
LUMO level: 1.74 eV

```
! wB97M-V def2-TZVPD RIJCOSX def2/J DEFGRID3
* xyz -1 1
H -17.48689 28.62635 3.82185
O -13.54928 34.74137 -1.03402
O -17.72132 30.59237 11.24005
H -10.85319 36.02987 8.66170
H -15.15738 33.24262 4.83309
C -15.89225 36.21321 2.47930
O -16.08375 31.38511 9.93639
O -10.66603 38.46830 5.54387
O -17.11288 29.97563 1.48263
H -16.77646 34.06521 1.38321
H -20.58220 29.45075 5.98124
C -13.43341 30.48138 5.16628
H -14.54959 28.82106 8.81339
O -17.19325 38.81234 6.51889
O -12.69774 32.90627 2.81119
C -12.45920 36.04510 7.22209
H -17.81131 33.84351 9.18860
H -15.86987 35.58148 5.28533
O -14.09870 35.51956 0.98067
H -19.49874 28.13132 6.33825
O -21.66158 31.22191 9.65201
H -14.28649 34.84194 2.87996
C -19.55579 29.21730 6.26422
O -20.31135 29.80624 8.38724
H -14.56158 40.76396 5.24603
H -16.09448 32.69870 6.18530
C -16.07447 39.24285 7.22349
H -20.31698 35.49963 9.49929
H -14.29324 38.15255 6.75806
O -11.86984 32.27269 4.76474
H -13.39394 40.42653 6.53850
C -19.22567 30.01493 7.56616
C -14.71478 29.54701 9.60951
O -15.73340 29.08783 2.81744
C -14.00664 39.97715 5.75700
C -12.01072 33.24343 3.93342
H -19.55889 30.99730 1.98934
C -20.74513 31.02745 8.83663
C -12.25394 34.50563 7.26011
H -15.52474 30.83009 8.05382
O -11.96472 36.64608 6.04628
H -14.23746 31.15341 5.46624
O -15.00494 33.65190 0.29587
H -12.32898 34.03200 8.23897
H -17.26576 31.37842 2.88885
H -16.56822 30.01920 4.48398
O -11.01046 37.78471 7.61337
H -11.55310 30.43359 4.11515
O -17.74606 37.96247 4.52588
H -16.98421 34.96540 6.53240
C -19.17124 30.29362 2.72600
C -12.42873 31.07285 4.22786
H -13.19205 31.62949 8.18546
H -16.70907 35.79085 3.06454
O -15.23240 29.13301 0.62055
O -16.25618 34.76529 9.94273
H -12.23219 36.95223 9.15563
H -13.34188 39.50794 5.03171
C -11.62376 36.70316 8.28622
H -19.42224 31.87649 6.44436
C -13.04270 31.50519 2.87237
H -18.49355 36.30687 10.85429
C -16.10699 33.39435 5.34624
O -14.96608 36.37570 9.03012
C -16.03213 34.80032 6.02801
C -14.92826 35.10778 2.03997
H -12.59024 30.84776 2.12996
C -15.69505 33.94028 1.43846
C -17.63708 30.36571 2.73184
O -15.90363 29.29641 10.37206
C -13.86353 31.92112 8.99302
O -11.69315 34.39646 4.16623
H -13.50956 36.31854 7.32256
H -13.86263 29.54484 4.81022
C -11.18350 37.72499 6.33785
H -15.19366 34.86844 6.72113
H -15.40418 37.02667 3.01612
C -14.93498 38.88600 6.26987
C -19.02187 31.51005 7.38963
H -18.79556 29.46878 5.52469
O -19.93122 31.97317 8.40705
H -12.88347 30.28218 6.08606
H -16.24121 40.31492 7.32828
C -18.29281 35.89589 9.86490
H -18.23858 29.67811 7.88287
H -19.78852 37.04051 8.73285
H -16.27009 36.81719 1.65434
C -17.65522 34.53204 10.01905
H -18.02154 34.07253 10.93707
H -14.13229 31.48203 2.89139
H -15.60711 33.09856 2.12540
C -19.53928 35.99579 8.91869
H -17.95006 31.69822 7.45225
C -14.21180 34.66152 0.00851
H -13.34114 32.03185 9.94326
O -15.58207 38.33188 5.17124
H -19.53170 29.27239 2.60248
H -14.21672 32.91777 8.72834
O -17.22340 36.43875 9.07811
H -13.95170 29.58828 10.38674
H -11.25761 34.33388 6.85276
C -16.71732 30.42735 10.51739
C -15.03112 30.93238 9.02025
C -15.95913 29.42200 1.53947
O -17.18602 33.19035 4.52768
H -19.42914 35.52299 7.94277
C -16.06798 35.89458 9.31828
C -16.83145 29.46406 3.58364
H -19.44954 30.67173 3.70971
C -16.88371 38.28525 5.34239
H -12.95480 33.96910 6.62055
H -16.02349 38.68419 8.15805
*
```

***

# 2
Entry from the OMol25 dataset: a 9-piece molecular cluster, C34H54Cl4F2O15 overall at a distorted geometry (ωB97M-V with the def2-TZVPD basis set).

Orbital gap: 9.7908 eV
HOMO energy: -9.3 eV
LUMO level: 0.46 eV

```
! wB97M-V def2-TZVPD RIJCOSX def2/J DEFGRID3
* xyz 0 1
O 2.12409 -2.43321 -2.49433
F 1.92952 3.85502 3.48767
H 5.14288 -3.98845 -4.27488
F 2.99577 1.35698 -3.18087
H -4.04376 -6.93894 1.54311
H 4.09288 -5.76594 -3.76635
C 0.35259 0.90060 -10.49004
O 2.87528 -1.64926 4.41262
H 6.06055 0.04053 -0.18339
H 3.42755 1.16034 4.93427
H -1.71811 -0.90379 3.35902
C 2.43337 -0.42982 3.75562
H 0.03780 3.31203 -5.20072
H -0.55513 -0.59484 -1.07699
H -1.33581 -3.69635 4.71933
O -6.34293 2.72093 0.23459
H 0.71541 2.35720 -3.96095
H -7.55326 4.26715 2.19856
C -5.44485 3.04521 0.95883
H 1.46062 -0.15948 4.16642
H -0.31021 1.52301 -5.08572
H 3.17352 -5.29004 -2.38920
H 2.49314 2.67207 -5.83064
H -2.70777 -2.65974 4.69930
C -3.67721 2.76049 -0.61669
C -0.24578 2.77563 3.60600
H 2.88988 1.60467 3.32642
H 5.30242 1.68638 1.46275
C -1.59834 2.90781 3.85764
H -3.19341 4.22242 4.49236
H -4.31016 -2.96456 -1.45827
H -3.89730 3.49314 -1.39315
H -0.05099 -1.44153 -3.51151
H 4.35993 0.65780 3.52374
H -6.91054 1.75269 3.89586
O -4.10545 3.06212 0.68694
O 1.57504 -1.38749 6.26091
H 2.32998 3.04256 -1.37449
C -7.50514 2.22522 3.11402
H 4.84524 -4.31439 6.21919
C 4.40057 -3.78609 -3.50278
C 4.43688 -3.47088 5.66256
H 4.08011 -3.79660 4.68546
O -3.39625 -4.96454 1.51285
C 2.33982 -2.53197 -3.71572
C 1.61517 2.03548 -5.94034
H -2.58905 2.69988 -0.59894
C -1.35804 5.20148 4.34716
Cl -0.16692 1.74589 -1.30983
H -0.64754 1.16820 -10.83099
H -4.29438 -5.98573 0.03814
H -1.80261 6.14246 4.63581
C -3.26741 -4.48632 2.81356
C -6.86310 3.62666 2.74770
H 3.32443 3.18894 0.91289
H 4.99952 -0.15534 -2.30268
O 1.63495 -1.90156 -4.68568
C 0.43561 2.31463 -5.01357
H 1.92759 1.00618 -5.76414
C -2.13946 4.10145 4.29003
H 1.01882 1.21164 -11.29470
C -4.30888 -5.96663 1.12788
H 4.80818 -3.08857 -2.77106
H 4.90946 -5.49604 -2.20824
O -2.30758 -3.53154 2.84564
O 3.27838 -2.92584 6.28322
C 4.60048 0.59575 -1.63706
H 0.64021 6.00444 4.37765
C 3.35010 0.80496 3.90673
H 1.20270 -0.18781 -1.25129
C 0.03419 5.13299 4.17831
O -5.58868 3.49738 2.22978
H -0.67181 -1.12538 4.59279
O 1.17502 2.25387 -7.27907
H -0.27567 -1.90380 3.03505
C -3.46259 -2.40189 -1.06696
H 0.17737 1.84139 3.26755
H -5.27568 -5.65146 1.52039
Cl -3.47857 -0.68565 -1.55822
C 4.87465 1.70295 0.47121
C 0.57698 3.92888 3.71781
C -1.07055 -1.68894 3.74927
C 5.24820 0.71073 -0.42284
H -3.64575 -2.54919 -0.00260
C 0.54756 -1.05969 -4.33857
H 0.92310 -0.07270 -4.06852
H -7.63726 1.45233 2.35687
H 5.28739 -2.79743 5.55672
Cl -1.87618 -3.02832 -1.47505
H 2.38515 -0.57393 2.67626
H -8.42188 2.38089 3.68274
H -0.07430 -0.89070 -5.21767
C -1.84804 -2.95986 4.10023
H -2.23849 2.06930 3.62632
H -4.05671 1.78899 -0.93336
H -6.71610 4.16809 3.68223
H 0.44514 -0.17990 -10.38022
O -4.02263 -4.86763 3.71406
O 3.36431 -3.25894 -4.26962
C 4.13324 -5.13141 -2.88101
Cl 0.32821 0.01945 0.96089
C 3.77203 2.51234 0.19997
O 0.98889 0.00076 -7.81038
C 0.96242 1.21821 -8.09899
C 3.15833 2.44108 -1.03031
C 0.24376 0.10114 -0.82111
C 2.49869 -1.95336 5.68531
C 3.60805 1.50389 -1.98019
O 0.65508 1.69883 -9.35629
*
```